This record from the OMol25 dataset describes a 2-piece molecular cluster, FHO2S overall at a distorted geometry. The level of theory is the ωB97M-V functional and the def2-TZVPD basis.

The geometry in XYZ format:
```
5
FHO2S the ωB97M-V functional and the def2-TZVPD basis
O 3.077 -0.019 -0.566
O 1.367 -1.395 -0.188
F 2.453 0.765 0.338
S 0.679 -0.599 0.758
H 0.259 0.681 0.049
```

Results
Multiplicity: 1
Orbital gap (alpha / beta): 7.36 / 7.37 eV
Energy above the lowest of the compared OMol25 structures with the same formula, charge and spin: 733.0 kJ/mol